(1)
Computed, not measured: a molecular structure, C40H52N11O3S6Zr, with wB97M-V/def2-TZVPD.

Last column: Mulliken charge in e.
Atoms and positions in Å:
1 Zr 0.28761 0.29988 1.42031  0.204
2 S -3.81140 -1.96920 1.23765  -0.188
3 C -2.30921 -1.35244 1.38255  0.332
4 S -1.18892 -1.22651 0.04002  -0.222
5 S -1.64501 -0.71600 2.86772  -0.592
6 C -3.37840 -6.32687 0.83277  -0.966
7 O -2.61276 -5.56649 -0.08492  -0.371
8 C -1.28149 -5.78730 -0.13634  0.759
9 C -0.61382 -6.77117 0.58808  -0.800
10 C 0.76108 -6.90323 0.44441  -0.305
11 C 1.47947 -6.03104 -0.35805  -0.520
12 C 0.79990 -5.07616 -1.11717  0.201
13 C -0.56812 -4.96295 -1.01103  -0.514
14 N 2.89658 -6.24194 -0.36936  -0.359
15 N 3.71182 -5.31345 -0.30027  -0.630
16 C 3.27313 -3.95423 -0.11945  0.125
17 C 3.68462 -3.00673 -1.01089  -0.455
18 C 3.27147 -1.65986 -0.89328  -0.309
19 C 2.45318 -1.28866 0.13741  -0.399
20 O 1.95759 -0.05068 0.32115  0.324
21 C 2.07479 -2.24846 1.11012  0.716
22 N 1.24483 -1.79294 2.09098  0.655
23 C 0.93525 -2.62451 3.06214  -0.277
24 C 1.41006 -3.94541 3.11592  -1.248
25 C 2.17300 -4.43218 2.09310  -1.017
26 C 2.51230 -3.57564 1.02193  0.449
27 H -4.39666 -5.95866 0.75005  0.241
28 H -3.02275 -6.18181 1.85612  0.367
29 H -3.35534 -7.39059 0.58371  0.403
30 H -1.14653 -7.44847 1.23854  0.469
31 H 1.29351 -7.68304 0.97436  0.490
32 H 1.32153 -4.42549 -1.80431  0.591
33 H -1.10460 -4.22933 -1.59625  0.517
34 H 4.32395 -3.30579 -1.83185  0.474
35 H 3.60894 -0.92100 -1.60840  0.380
36 H 0.26607 -2.25550 3.82712  0.480
37 H 1.13803 -4.56299 3.95937  0.451
38 H 2.52581 -5.45416 2.09947  0.640
39 C 3.70256 4.68192 0.76471  -1.116
40 C 3.51269 3.77336 1.91837  0.956
41 N 4.22445 3.74194 2.99582  -0.824
42 N 3.67850 2.73773 3.74492  0.274
43 C 2.64079 2.13773 3.15889  0.174
44 S 1.71635 0.84930 3.72205  -0.467
45 N 2.52884 2.80298 1.98000  0.294
46 N 1.53585 2.51351 1.04688  -0.344
47 H 4.45284 5.42269 1.02615  0.379
48 H 2.77423 5.19226 0.50566  0.332
49 H 4.04495 4.12643 -0.11001  0.157
50 H 4.06681 2.50510 4.64431  0.178
51 H 1.93974 2.26930 0.14384  -0.160
52 H 0.92856 3.32207 0.92429  0.617
53 C -4.73259 4.52424 4.74276  -0.922
54 C -3.50536 4.41903 5.64604  -0.672
55 C -2.26315 3.82231 4.98832  -0.424
56 C -2.35416 2.34574 4.62498  -0.678
57 N -3.23931 2.07238 3.49385  -0.083
58 C -2.87264 1.98802 2.22069  0.121
59 S -1.28025 2.49658 1.73707  -0.516
60 N -3.75273 1.55826 1.33409  0.083
61 C -3.58749 1.51702 -0.12009  0.142
62 C -3.98398 2.82528 -0.78879  -0.601
63 C -5.40077 3.29338 -0.46505  -0.436
64 C -6.48148 2.29043 -0.85092  -1.182
65 H -5.47432 5.19652 5.17294  0.403
66 H -5.23079 3.56325 4.60181  0.201
67 H -4.46692 4.90981 3.75607  0.215
68 H -3.75402 3.83645 6.53855  0.286
69 H -3.24816 5.41649 6.00800  0.357
70 H -1.41389 3.93307 5.66802  0.432
71 H -2.00924 4.38378 4.08386  0.186
72 H -2.72783 1.75545 5.46377  0.617
73 H -1.36856 1.95729 4.37001  -0.036
74 H -4.18609 1.80305 3.71421  0.311
75 H -4.61836 1.17911 1.69299  0.369
76 H -4.19189 0.67893 -0.46616  0.667
77 H -2.55308 1.26785 -0.34467  -0.906
78 H -3.87791 2.68150 -1.86809  0.468
79 H -3.26136 3.59630 -0.50731  0.233
80 H -5.57982 4.23738 -0.98387  0.402
81 H -5.47463 3.52815 0.60199  0.136
82 H -6.42226 2.03969 -1.91191  0.289
83 H -7.47704 2.68938 -0.65907  0.382
84 H -6.39636 1.35378 -0.29490  0.272
85 C 2.92991 3.14042 -4.83667  -1.110
86 C 3.71334 2.52809 -3.68372  -0.607
87 C 2.82589 2.18111 -2.49598  -0.970
88 N 1.99359 1.02968 -2.80820  0.991
89 C 0.74286 0.83114 -2.41676  0.053
90 S -0.11799 1.91200 -1.42858  -0.222
91 N 0.10117 -0.31054 -2.81500  0.241
92 C 0.59670 -1.47206 -3.45035  -0.146
93 O 0.13094 -2.53924 -3.14595  -0.469
94 C 1.60741 -1.32604 -4.53330  -0.030
95 C 1.49358 -0.32423 -5.49465  0.090
96 C 2.41336 -0.25882 -6.52903  -0.569
97 C 3.45238 -1.17875 -6.59096  -0.581
98 C 3.56359 -2.17920 -5.63385  -0.844
99 C 2.63233 -2.26455 -4.61143  -0.056
100 H 3.56984 3.31036 -5.70126  0.389
101 H 2.49279 4.09713 -4.54759  0.350
102 H 2.11619 2.48463 -5.14938  0.143
103 H 4.49600 3.21006 -3.34566  0.409
104 H 4.23359 1.62295 -4.01698  0.352
105 H 2.16127 3.01032 -2.24987  0.713
106 H 3.43283 1.94643 -1.61231  0.009
107 H 2.42281 0.32665 -3.39462  -0.269
108 H -0.75461 -0.48752 -2.29509  0.185
109 H 0.68031 0.38953 -5.43629  0.537
110 H 2.31744 0.50426 -7.28948  0.484
111 H 4.17246 -1.12281 -7.39628  0.418
112 H 4.36663 -2.90093 -5.69515  0.484
113 H 2.68316 -3.05531 -3.87413  0.364

Charge: +1
Energy above the lowest of the compared OMol25 structures with the same formula, charge and spin (eV): 0.0000
LUMO level (eV): -2.668
HOMO level (eV): -9.70

(2)
Computed, not measured: 11 unconnected molecules or ions with the total composition C40H53F27O26S2 in a non-equilibrium geometry, with wB97M-V/def2-TZVPD.

Last column: Mulliken charge in e.
Atoms and positions in Å:
1 C 0.84838 2.79326 -3.97935  -1.169
2 C 1.98234 1.73729 -3.92512  0.199
3 O 2.21590 0.81552 -4.88394  -0.256
4 C 3.31923 0.11272 -5.01999  0.455
5 O 4.38636 0.28590 -4.44007  -0.634
6 C 3.17166 -0.94624 -6.16735  0.860
7 F 3.16393 -2.14369 -5.58089  -0.253
8 F 1.98404 -0.83600 -6.74429  -0.234
9 F 4.14009 -0.84009 -7.03748  -0.236
10 H 1.01374 3.60028 -4.69313  0.439
11 H 0.74738 3.20794 -2.97638  0.176
12 H -0.15328 2.50321 -4.29662  0.270
13 H 1.90746 1.30380 -2.92783  0.062
14 H 2.92843 2.25380 -3.76318  0.397
15 C 2.82193 -3.61451 1.69754  -1.086
16 C 3.08544 -2.21810 2.19803  0.885
17 O 4.25863 -2.19160 2.88883  -0.388
18 C 4.81852 -1.16642 3.57534  0.440
19 O 4.27362 -0.06535 3.60721  -0.568
20 C 6.20780 -1.51825 4.18152  0.824
21 F 6.25913 -1.16489 5.45314  -0.246
22 F 6.50772 -2.81710 4.14080  -0.232
23 F 7.12329 -0.78957 3.51131  -0.240
24 H 3.55605 -4.03995 1.01332  0.481
25 H 1.94452 -3.53008 1.05635  -0.030
26 H 2.75235 -4.32972 2.51713  0.354
27 H 2.28662 -1.82323 2.82577  0.035
28 H 3.23132 -1.64801 1.28053  -0.137
29 C -1.66423 -0.61463 -4.41317  -0.487
30 C -1.14112 -1.07186 -5.80945  0.008
31 O -1.52015 -2.36233 -6.22722  -0.275
32 C -2.46291 -2.56677 -7.14084  0.461
33 O -2.96347 -1.69259 -7.89554  -0.550
34 C -3.01104 -4.02523 -7.32025  0.770
35 F -2.45624 -4.58191 -8.38340  -0.245
36 F -2.79332 -4.68397 -6.18960  -0.206
37 F -4.34607 -4.06107 -7.47724  -0.257
38 H -2.72473 -0.83795 -4.29669  0.435
39 H -1.45448 0.43609 -4.21295  0.251
40 H -1.33346 -1.36025 -3.69017  -0.189
41 H -0.06104 -1.03376 -5.66782  -0.144
42 H -1.46079 -0.35978 -6.57028  0.470
43 C -4.20844 -3.68858 5.31367  -0.860
44 C -3.58400 -4.90644 4.63048  -0.435
45 O -3.05156 -4.49821 3.37751  -0.082
46 C -2.25933 -5.36140 2.65979  -0.320
47 O -2.07746 -6.53013 2.99710  -0.574
48 C -1.59519 -4.80500 1.41496  1.339
49 F -2.10977 -3.61182 1.15107  -0.115
50 F -0.21825 -4.74078 1.54972  -0.114
51 F -1.86720 -5.61890 0.40914  -0.266
52 H -4.91782 -3.86132 6.12302  0.441
53 H -4.80268 -3.06585 4.64494  0.177
54 H -3.33790 -3.12138 5.64313  0.110
55 H -4.28466 -5.70543 4.38800  0.437
56 H -2.83773 -5.38417 5.26527  0.328
57 C 2.49898 5.16555 -0.69479  -0.453
58 C 3.81284 5.59935 -0.09426  -0.314
59 O 3.61996 6.82314 0.64280  -0.335
60 C 3.05568 6.84929 1.88902  0.378
61 O 2.59961 5.86844 2.44481  -0.473
62 C 2.95950 8.21243 2.60159  0.782
63 F 4.02431 9.01880 2.35638  -0.242
64 F 1.83088 8.85227 2.12641  -0.236
65 F 2.88830 8.05149 3.94616  -0.215
66 H 2.65141 4.31815 -1.36319  -0.057
67 H 1.93021 5.86618 -1.30612  0.415
68 H 1.80714 4.75024 0.03799  0.139
69 H 4.51938 5.74078 -0.91212  0.383
70 H 4.15387 4.80046 0.56421  0.231
71 C 5.35146 1.07181 0.66857  -1.021
72 C 5.18077 1.48477 -0.75694  0.376
73 O 6.26911 0.93727 -1.55947  -0.255
74 C 6.35178 -0.35817 -1.97242  0.735
75 O 5.62120 -1.25730 -1.45628  -0.112
76 C 7.51416 -0.76821 -2.92507  0.626
77 F 8.18936 -1.73004 -2.32827  -0.203
78 F 7.00002 -1.28874 -4.00226  -0.147
79 F 8.40154 0.19108 -3.26701  -0.198
80 H 6.18520 1.54343 1.18873  0.417
81 H 5.52050 0.00040 0.77633  0.264
82 H 4.52745 1.34264 1.32869  0.396
83 H 5.38513 2.55511 -0.78329  0.026
84 H 4.22511 1.25530 -1.22827  0.055
85 C -6.70401 -1.67329 -0.76768  -1.273
86 C -6.01854 -1.65555 0.54158  0.170
87 O -5.75460 -0.32200 0.82710  -0.273
88 C -4.55571 0.19861 1.12821  0.309
89 O -3.49111 -0.43406 1.16762  -0.651
90 C -4.61279 1.74814 1.31841  1.030
91 F -3.83849 2.32787 0.36308  -0.192
92 F -5.88701 2.27549 1.24149  -0.305
93 F -4.09778 2.11733 2.42877  -0.199
94 H -7.60068 -1.06476 -0.65030  0.326
95 H -6.93044 -2.71577 -0.99144  0.409
96 H -6.12584 -1.28316 -1.60530  0.289
97 H -5.12421 -2.27614 0.48576  -0.027
98 H -6.55345 -2.10619 1.37759  0.340
99 C -1.53520 0.62653 4.60735  -0.993
100 C -2.07509 -0.76168 4.17341  0.748
101 O -1.41083 -1.81695 4.84784  -0.359
102 C -0.46580 -2.59323 4.29244  0.192
103 O -0.24567 -2.55406 3.05528  -0.007
104 C 0.26027 -3.60416 5.24330  0.753
105 F -0.26590 -3.80589 6.45523  -0.237
106 F 0.25842 -4.79152 4.60309  -0.193
107 F 1.56852 -3.21230 5.34727  -0.225
108 H -0.53227 0.72226 4.19132  0.205
109 H -1.60776 0.94248 5.64802  0.378
110 H -2.09099 1.37738 4.04572  0.121
111 H -1.90238 -0.86077 3.10175  -0.636
112 H -3.15524 -0.76230 4.31962  0.403
113 C -4.83040 8.81034 2.66268  -1.069
114 C -5.05786 7.41835 2.01636  -0.271
115 O -4.04740 6.50747 2.46763  -0.252
116 C -2.82749 6.45233 1.86866  0.042
117 O -2.46086 7.28010 1.04499  -0.537
118 C -2.03976 5.21835 2.18706  1.108
119 F -2.42879 4.66965 3.41221  -0.277
120 F -2.12611 4.19786 1.28760  -0.216
121 F -0.76224 5.57433 2.26155  -0.222
122 H -5.48679 9.10679 3.48083  0.330
123 H -5.18494 9.50371 1.90003  0.349
124 H -3.81499 9.20025 2.73354  0.315
125 H -5.20879 7.48141 0.93870  0.304
126 H -5.99310 6.91454 2.26051  0.349
127 C 0.00745 -5.60221 -4.31617  -0.202
128 C -1.02118 -6.43865 -3.49686  -0.304
129 O -1.34100 -5.50283 -2.36635  -0.327
130 S -0.18926 -4.36573 -2.06589  1.161
131 O 0.91009 -4.83809 -1.19314  -0.629
132 O -0.74236 -3.01984 -1.87449  -0.448
133 O 0.27290 -4.40896 -3.62116  -0.313
134 H -0.49914 -5.39974 -5.25982  0.106
135 H 0.95057 -6.11128 -4.51484  0.306
136 H -0.55525 -7.28435 -2.99109  0.285
137 H -1.95680 -6.60033 -4.03219  0.270
138 C -0.25742 -0.85574 0.27758  1.850
139 C -0.76860 0.02968 -0.84435  0.198
140 O -0.03817 1.27735 -0.71372  -0.329
141 S 0.62145 1.50671 0.72260  0.365
142 O -0.34405 2.18783 1.56373  -0.259
143 O 2.00291 2.02334 0.62576  -0.157
144 O 0.58384 -0.09114 1.04572  -0.372
145 H 0.23424 -1.72447 -0.16023  -0.093
146 H -1.12170 -1.16102 0.86744  -1.128
147 H -1.84422 0.20605 -0.84920  0.096
148 H -0.45209 -0.31557 -1.82859  -0.368

Charge: +1
2S+1: 2
⟨S²⟩: 0.758
LUMO level (alpha / beta) (eV): -5.380 / -9.827
HOMO level (alpha / beta) (eV): -12.55 / -12.55

DFT total energy / Eh: -4819.6704 -7004.5218